Entry 1:
{"formula": "C11H12N2O2S", "method": "ωB97M-V/def2-TZVPD", "total_charge": 0, "smiles": "C[C@@H](O)COc1ccc(S)c2nccnc12", "orbital_gap_ev": 6.88, "e_homo_ha": -0.3092, "de_lowest_kj_mol": 1380.4, "elements": ["H", "H", "H", "C", "C", "C", "C", "H", "H", "C", "H", "H", "C", "S", "C", "C", "H", "O", "C", "O", "H", "C", "N", "H", "H", "N", "C", "H"], "coordinates": [[-2.607, 0.295, 2.382], [-2.368, 1.101, 4.091], [-1.122, -2.362, -4.648], [3.005, -1.227, 0.171], [-0.617, -1.757, -3.751], [0.980, 0.732, -0.205], [2.304, 0.179, 0.653], [-1.572, 3.393, 2.275], [-1.813, 1.843, 0.055], [-1.291, -0.327, -3.362], [2.695, 0.813, 1.564], [-3.540, 1.941, 2.773], [-0.946, 1.600, 0.833], [3.243, -3.658, -1.587], [-2.536, 1.336, 2.951], [-1.287, 2.239, 2.304], [-0.947, 0.410, 0.927], [-0.042, 2.132, 3.112], [1.034, -1.513, -1.974], [0.388, 2.017, 0.291], [-2.233, 0.071, -3.965], [2.357, -2.040, -1.105], [-0.792, 0.523, -2.229], [0.144, 1.131, 3.124], [2.660, -4.678, -0.793], [0.578, -2.397, -3.100], [0.374, -0.099, -1.515], [3.951, -1.698, 0.726]], "forces_ev_per_a": [[0.10, 2.22, 1.18], [-0.29, 0.76, -2.29], [1.39, 1.43, 2.23], [-3.57, 0.68, -2.71], [1.37, 0.67, 1.71], [3.03, -1.55, 0.90], [-2.45, -1.40, -3.69], [0.75, -2.61, -0.02], [1.95, -0.31, 1.58], [2.77, -0.52, 2.58], [-0.94, -1.41, -2.13], [2.05, -1.46, 0.55], [-1.61, -0.52, -0.05], [-1.29, 0.96, 0.95], [0.05, 0.27, -0.70], [0.30, -0.55, -0.09], [0.02, 2.59, 0.07], [-1.61, -2.07, -0.87], [1.19, 0.09, 1.24], [-0.43, -4.52, -0.88], [2.35, -0.92, 1.49], [-0.34, 2.44, 2.36], [1.63, -5.69, -2.40], [-0.27, 2.25, 0.05], [0.26, 1.57, -0.68], [-3.97, 6.34, 1.19], [-0.03, 0.06, -0.13], [-2.40, 1.20, -1.43]]}

=====

Entry 2:
{"formula": "C11H12N4S", "method": "ωB97M-V/def2-TZVPD", "total_charge": 0, "smiles": "Nc1cc(SCc2ccccc2)nc(N)n1", "orbital_gap_ev": 9.21, "e_homo_ha": -0.3077, "de_lowest_kj_mol": 72.5, "elements": ["S", "H", "H", "C", "H", "C", "C", "H", "H", "H", "C", "H", "C", "H", "H", "N", "H", "N", "C", "H", "H", "C", "N", "C", "N", "C", "C", "C"], "coordinates": [[-1.635, -1.042, -0.396], [-0.525, -3.030, 0.896], [-0.749, 1.055, 4.718], [1.962, 0.755, -2.857], [-0.150, 2.356, -5.035], [-0.723, 1.377, -3.347], [-0.382, -2.213, 1.651], [-1.050, 1.864, 3.185], [0.835, -3.902, 3.113], [1.149, -2.859, 4.505], [-0.869, -1.033, 1.188], [2.940, 0.497, -2.549], [0.104, -2.109, 2.957], [-1.019, 1.373, -0.157], [1.341, -0.282, -1.127], [0.617, -3.135, 3.659], [-2.276, 1.112, -1.307], [-0.444, 1.211, 3.778], [-0.341, 0.797, -2.157], [-1.756, 1.627, -3.544], [2.335, 1.911, -4.736], [0.278, 1.829, -4.218], [-0.829, 0.072, 1.929], [-1.329, 0.704, -1.015], [0.241, -0.952, 3.651], [1.642, 1.545, -3.971], [-0.344, 0.080, 3.136], [0.978, 0.393, -1.950]], "forces_ev_per_a": [[0.25, 1.27, -0.43], [0.68, 0.08, 1.61], [0.08, 0.51, 0.57], [-0.99, 0.81, -0.25], [0.61, 0.51, -0.98], [1.17, 0.76, 0.15], [-0.62, -0.96, -0.82], [1.16, -1.14, 1.63], [0.79, -1.95, -0.51], [-0.55, -0.58, -1.17], [0.15, 1.71, 0.58], [1.11, -0.19, -0.39], [1.27, 0.60, 1.01], [-0.10, -1.16, -0.68], [-0.95, 1.04, -0.48], [-0.03, 0.80, 1.40], [-0.66, -0.03, -0.33], [-1.46, 4.12, 0.50], [-0.42, -0.80, 1.37], [-0.08, 0.00, 0.08], [0.16, -0.27, 0.65], [0.04, -1.19, 1.01], [-1.74, 0.82, -3.20], [0.36, -0.19, 0.94], [-0.07, -1.89, 0.82], [-1.28, 0.19, -0.73], [0.42, -2.25, -2.34], [0.71, -0.61, 0.00]]}

=====

Entry 3:
{"formula": "C11H13BaOP", "method": "ωB97M-V/def2-TZVPD", "total_charge": 2, "orbital_gap_ev": 4.79, "e_homo_ha": -0.4973, "elements": ["C", "H", "H", "H", "H", "C", "O", "C", "C", "C", "C", "C", "H", "C", "H", "P", "C", "H", "H", "C", "H", "Ba", "H", "H", "C", "H", "H"], "coordinates": [[-1.741, -2.129, -0.612], [4.213, 3.012, -1.415], [-0.293, 3.031, -2.651], [-2.040, -3.554, 2.568], [2.267, 3.949, -3.046], [3.142, 2.660, -1.265], [1.303, 0.074, 1.094], [2.852, 1.623, -0.165], [0.559, 2.665, -1.980], [-1.710, -2.494, 2.820], [0.308, 1.608, -0.852], [2.013, 3.207, -2.225], [-0.673, -3.925, 0.162], [1.400, 1.051, 0.084], [-1.413, -2.352, 3.925], [-0.146, -2.057, 1.827], [-0.455, -2.796, 0.097], [-0.174, 0.300, 2.680], [-0.891, 0.155, 0.994], [0.003, -0.144, 1.630], [-2.500, -1.700, 2.544], [-3.130, -0.103, -3.075], [3.733, 1.241, 0.473], [-0.763, 1.228, -0.738], [-2.805, -1.399, -1.002], [0.446, -2.649, -0.616], [-3.505, -0.499, -1.255]], "forces_ev_per_a": [[-4.10, 3.82, -0.70], [-1.68, -0.53, 0.29], [1.31, -0.58, 1.25], [0.46, 1.48, 0.50], [-0.50, -1.11, 1.30], [-3.51, -1.36, 0.20], [-1.10, 1.63, -1.39], [-2.07, 0.98, -1.82], [3.91, -0.93, 1.70], [-0.08, 1.50, -0.29], [2.03, 0.54, -0.38], [-1.21, -3.10, 3.31], [0.34, 1.74, 0.09], [1.97, 3.27, -3.28], [-0.60, -0.46, -1.75], [0.39, -0.59, 0.46], [-1.50, 0.15, -2.22], [0.63, -0.53, -1.60], [1.42, 0.14, 0.54], [-2.07, -0.99, 0.65], [0.80, -1.52, 0.65], [1.00, 1.37, -4.85], [-1.74, 0.66, -1.08], [1.46, 0.65, -0.02], [4.75, -2.70, 2.00], [-1.50, -0.10, 1.26], [1.18, -3.45, 5.17]]}

=====

Entry 4:
{"formula": "C11H13CdN2O6", "method": "ωB97M-V/def2-TZVPD", "total_charge": 1, "orbital_gap_ev": [4.97, 5.00], "e_homo_ha": [-0.3526, -0.3537], "de_lowest_kj_mol": 230.4, "elements": ["H", "Cd", "H", "H", "H", "C", "C", "C", "O", "C", "C", "H", "C", "O", "H", "O", "H", "H", "O", "C", "H", "O", "H", "O", "H", "C", "H", "C", "H", "N", "C", "N", "C"], "coordinates": [[1.975, -1.343, 2.521], [-0.407, -0.022, -2.891], [1.805, 0.186, 4.359], [-0.633, -2.321, 0.201], [0.845, -2.831, 1.064], [-0.650, 2.321, 1.122], [-0.575, -0.068, 1.290], [0.955, -1.196, 2.950], [-0.014, -3.350, -2.733], [-2.862, -0.105, -2.523], [-0.219, 2.188, -2.774], [-0.400, 3.247, 1.643], [0.889, 0.112, 3.746], [-0.045, 3.318, -2.682], [-0.782, -3.174, 1.685], [0.643, 0.025, -6.318], [1.688, 1.683, 2.450], [0.354, 2.252, 3.459], [-4.005, -0.145, -2.466], [-0.162, -2.427, 1.176], [-0.112, 2.329, 0.167], [-1.193, -0.140, 0.208], [0.725, -2.124, 3.521], [2.924, 0.005, -4.326], [-1.133, 0.007, -4.886], [0.712, 1.376, 2.898], [0.074, 0.036, 4.485], [-0.185, -2.216, -2.794], [-1.710, 2.402, 0.890], [-0.290, 1.159, 1.869], [1.908, 0.000, -3.799], [-0.046, -1.198, 1.880], [-0.072, 0.016, -5.395]], "forces_ev_per_a": [[-0.59, 0.12, 0.07], [1.53, 0.08, 0.30], [-0.34, 0.09, -0.35], [0.21, 0.34, 0.06], [-0.02, -0.28, -0.19], [-0.21, 0.81, -0.94], [1.45, 0.25, 0.13], [-0.08, 0.03, -0.43], [-0.54, 3.47, -0.38], [-3.82, -0.10, 0.09], [0.63, 3.70, 0.73], [0.18, -0.32, 0.20], [-0.03, -0.27, 1.24], [-0.54, -3.37, -0.50], [0.19, 0.14, 0.30], [-0.48, 0.03, -2.15], [-0.55, -0.27, 0.08], [0.29, -0.53, 0.29], [3.76, 0.13, -0.06], [-0.11, -1.22, -0.40], [0.00, 0.16, -0.04], [-0.10, 0.28, 0.02], [0.34, 0.90, 0.20], [-1.92, 0.00, 0.02], [-0.10, 0.08, -4.80], [0.51, -0.34, -0.13], [0.11, 0.09, -0.41], [0.68, -3.92, 0.62], [-0.10, -0.35, 0.08], [-0.53, -1.11, -0.16], [1.90, 0.00, 1.14], [-0.54, 1.47, -0.25], [-1.22, -0.10, 5.64]]}

=====

Entry 5:
{"formula": "C11H13F6NOPt", "method": "ωB97M-V/def2-TZVPD", "spin_multiplicity": 5, "total_charge": 0, "s_squared": 6.050, "orbital_gap_ev": [6.55, 4.89], "e_homo_ha": [-0.2657, -0.2837], "de_lowest_kj_mol": 4.0, "elements": ["H", "H", "C", "C", "C", "H", "C", "F", "F", "F", "H", "Pt", "C", "F", "H", "F", "C", "C", "O", "H", "H", "H", "C", "H", "C", "H", "C", "C", "N", "H", "H", "H", "F"], "coordinates": [[1.399, 0.499, -3.542], [0.240, 2.322, 0.230], [-0.575, 1.344, -2.833], [0.451, -2.416, -1.724], [0.808, 0.916, -2.723], [0.649, -3.321, -1.110], [-1.206, -0.695, 2.576], [-1.531, 2.188, 2.171], [2.200, 0.396, 1.476], [0.637, 2.523, 2.271], [-0.322, -2.597, -2.538], [-0.799, -1.373, -0.679], [-0.187, 0.205, 1.914], [1.370, -1.613, 1.728], [2.146, 0.790, -0.945], [-0.403, 1.558, 3.945], [-0.352, 1.643, 2.584], [1.213, 1.086, -1.401], [-0.345, 0.261, 0.531], [-1.153, 1.345, -3.764], [-2.190, -0.235, 2.452], [-3.176, -0.881, -0.787], [1.662, -2.034, -2.394], [-1.232, -1.663, 2.069], [-0.987, 1.818, -1.583], [2.616, -2.255, -1.940], [1.277, -0.322, 2.165], [0.137, 1.717, -0.660], [-2.642, -0.677, 0.082], [-1.944, 2.241, -1.290], [-0.958, -0.808, 3.636], [1.567, -1.640, -3.394], [1.631, -0.323, 3.478]], "forces_ev_per_a": [[-0.27, 0.32, 0.43], [0.18, 0.11, -0.50], [1.85, -0.72, -0.86], [3.55, -2.39, -3.50], [-2.11, 0.23, -1.34], [-0.20, 0.53, 0.36], [-0.16, -0.12, 0.36], [0.98, -0.26, 0.28], [-0.40, -0.39, 0.49], [-0.57, -0.50, 0.29], [-0.10, 0.26, 0.65], [-1.50, 1.57, 1.03], [1.04, 0.56, -0.11], [0.06, 0.95, 0.33], [0.02, 0.11, -0.18], [0.14, 0.18, -1.20], [-0.46, -0.35, 0.09], [-0.16, 0.81, 1.17], [0.46, 0.74, 1.29], [0.23, -0.07, 0.57], [0.18, -0.17, 0.10], [-0.46, 0.18, 0.50], [-2.84, -0.53, 1.54], [0.09, 0.15, 0.16], [0.62, 0.21, 1.22], [0.18, 0.15, -0.12], [-0.29, -0.40, 0.21], [-0.19, -0.25, -0.46], [-0.22, -0.90, -1.52], [0.18, -0.16, -0.24], [-0.12, -0.10, -0.19], [0.39, 0.18, 0.04], [-0.10, 0.10, -0.89]]}

=====

Entry 6:
{"formula": "C11H13N2O7Zr", "method": "ωB97M-V/def2-TZVPD", "total_charge": 3, "orbital_gap_ev": 4.04, "e_homo_ha": -0.6348, "elements": ["H", "C", "C", "O", "H", "C", "Zr", "O", "C", "H", "O", "C", "C", "O", "H", "N", "H", "C", "H", "O", "H", "H", "H", "C", "H", "N", "C", "H", "O", "H", "C", "O", "C", "H"], "coordinates": [[1.618, -1.683, 0.144], [0.585, 2.381, -3.199], [0.778, 1.160, -2.287], [0.908, 0.389, 2.727], [3.258, -1.093, -1.591], [-0.009, 0.120, 3.569], [-0.221, -0.865, 1.545], [-1.192, 0.100, 3.056], [-0.093, 0.819, -1.276], [-1.412, 2.012, -3.478], [1.602, 3.004, -3.411], [2.006, 0.497, -2.383], [-1.004, 3.875, -4.352], [-1.645, -4.690, 2.531], [-1.029, 1.337, -1.112], [-0.656, 2.674, -3.566], [-0.579, 4.742, -3.846], [1.407, -0.836, -0.540], [-1.203, -3.010, 4.587], [0.349, -1.982, 3.595], [-2.758, 4.542, -4.889], [-0.433, -1.070, 5.377], [2.702, 0.838, -3.142], [2.330, -0.543, -1.514], [-0.613, 3.770, -5.364], [0.233, -0.172, -0.399], [-1.036, -3.586, 2.549], [0.258, -3.972, 4.223], [-0.953, -2.804, 1.545], [-2.058, -4.935, 1.672], [-0.407, -3.186, 3.858], [-2.409, 3.851, -4.308], [0.339, -0.898, 4.633], [1.336, -0.784, 5.045]], "forces_ev_per_a": [[-0.05, 0.03, 0.05], [0.30, -0.05, 0.38], [-0.11, 0.04, -0.14], [0.40, 0.08, 0.25], [0.01, 0.00, 0.00], [-0.05, 0.27, 0.28], [-0.01, -0.11, -1.30], [-0.24, 0.05, 0.28], [0.08, -0.13, 0.11], [-0.01, -0.01, -0.06], [-0.12, 0.03, -0.14], [0.06, 0.05, -0.08], [-0.32, -0.46, 0.31], [0.06, 0.03, -0.11], [-0.02, 0.00, 0.00], [-0.16, 0.21, -0.19], [0.10, 0.07, -0.09], [0.17, -0.15, 0.04], [-0.01, -0.06, 0.04], [-0.10, -0.06, 0.22], [-0.01, -0.15, 0.10], [-0.02, 0.01, 0.00], [0.02, -0.03, 0.01], [-0.13, 0.08, -0.01], [0.06, 0.10, -0.04], [-0.19, 0.10, 0.07], [-0.05, -0.02, 0.03], [-0.02, -0.05, 0.02], [0.02, -0.05, 0.24], [-0.03, -0.06, 0.05], [0.14, 0.16, -0.04], [0.23, 0.25, -0.16], [-0.02, -0.18, -0.16], [0.02, 0.00, 0.03]]}

=====

Entry 7:
{"formula": "C11H13N3O", "method": "ωB97M-V/def2-TZVPD", "total_charge": 0, "orbital_gap_ev": [7.83, 8.18], "e_homo_ha": [-0.3054, -0.3042], "de_lowest_kj_mol": 740.2, "elements": ["C", "N", "C", "H", "C", "C", "C", "H", "N", "C", "C", "H", "H", "H", "H", "N", "H", "H", "C", "C", "H", "C", "H", "O", "H", "H", "H", "C"], "coordinates": [[-2.676, -0.700, 2.448], [1.237, -0.023, -0.336], [-1.653, 0.222, 2.492], [-1.097, 2.142, -1.065], [-0.284, -1.037, -1.983], [-2.933, -1.374, 1.261], [-0.054, 0.059, -1.000], [-3.297, -0.785, 3.438], [3.071, -1.788, -0.272], [-2.029, -1.204, 0.177], [-1.047, -0.205, 0.216], [0.548, -1.170, -2.666], [-1.294, 0.821, 3.288], [0.371, 1.926, -1.842], [-3.716, -1.993, 1.298], [4.315, 1.420, 0.671], [5.252, 1.059, 0.570], [2.151, 2.045, -0.397], [-0.477, 1.457, -1.607], [-0.894, 0.496, 1.401], [-2.131, -1.848, -0.768], [3.450, 0.589, 0.234], [-0.449, -1.953, -1.575], [3.701, -0.826, 0.218], [-1.080, 1.294, -2.546], [-0.971, -0.845, -2.762], [-0.059, 1.276, 1.299], [2.044, 0.943, -0.192]], "forces_ev_per_a": [[-1.22, 0.41, 2.09], [0.44, 1.08, -1.28], [0.83, 0.72, -0.06], [-0.17, -0.03, 1.11], [2.41, 1.28, -2.24], [3.69, 2.35, 0.29], [-3.09, 1.45, 2.36], [0.99, -0.25, -2.29], [-0.94, -0.71, -0.97], [-0.90, -0.53, -1.05], [-0.28, -1.23, -0.57], [0.99, 0.02, 0.31], [-0.65, 0.12, 1.55], [3.28, 2.15, -1.30], [-2.71, -2.56, -0.58], [-1.42, -0.92, -1.85], [0.41, -0.38, 0.73], [-1.46, -0.81, -0.23], [-2.60, -2.73, -0.79], [1.99, 1.10, -2.50], [-0.18, 1.12, 1.77], [-0.50, 0.09, 0.98], [-0.35, -2.52, 1.27], [2.09, 1.34, 1.13], [0.82, 0.02, 0.82], [-1.69, 0.55, -0.09], [-1.44, -1.00, 1.11], [1.70, -0.13, 0.27]]}

=====

Entry 8:
{"formula": "C11H13N3O", "method": "ωB97M-V/def2-TZVPD", "total_charge": 0, "smiles": "c1ccc2n[nH]nc2c1.C=CC(=C)OC", "orbital_gap_ev": 8.46, "e_homo_ha": -0.3026, "de_lowest_kj_mol": 423.7, "elements": ["C", "H", "C", "H", "H", "H", "N", "H", "H", "H", "C", "H", "H", "C", "N", "C", "H", "H", "C", "C", "C", "H", "C", "H", "N", "O", "C", "C"], "coordinates": [[2.356, -2.005, 0.125], [-2.454, 2.384, 0.261], [-2.035, 0.269, 0.353], [-0.127, 2.305, -1.796], [0.527, -2.261, -1.092], [-1.949, -1.406, -1.847], [0.121, 0.469, -1.437], [-3.191, 1.173, -1.060], [-0.466, -0.559, 1.775], [-2.921, -2.552, -0.956], [1.226, -1.612, -0.609], [0.161, 1.553, 2.841], [3.828, 1.145, 0.721], [-2.662, -1.544, -1.081], [0.554, 1.700, -1.393], [-0.645, 1.510, 2.125], [2.772, -3.038, 0.298], [4.066, -1.551, 1.262], [-1.103, 0.391, 1.563], [-2.600, 1.367, -0.167], [2.023, 0.667, -0.302], [-0.995, 2.573, 1.989], [0.980, -0.266, -0.780], [-3.408, -0.855, -1.311], [1.676, 1.909, -0.732], [-2.128, -1.024, 0.075], [3.225, -1.053, 0.759], [3.169, 0.311, 0.417]], "forces_ev_per_a": [[-0.22, 0.09, 0.23], [-0.14, -1.17, -0.50], [0.89, 1.71, 2.82], [0.38, 1.42, 0.02], [-0.03, -0.87, -0.05], [1.01, -0.28, -1.20], [-1.48, -0.72, -1.28], [-0.13, 0.75, 0.10], [-1.56, 1.51, -0.25], [-0.61, -1.21, 0.30], [0.78, -1.69, 0.69], [0.13, -0.70, 0.13], [-0.11, -0.96, 0.00], [0.53, 1.82, -0.39], [0.29, -1.96, 0.73], [-0.59, 1.50, 0.12], [-1.42, 0.89, -0.57], [-0.27, 0.86, 0.08], [1.74, -0.98, -0.72], [-0.33, -0.70, -0.58], [-1.63, 0.39, -1.21], [-0.15, -1.38, -0.39], [3.71, 2.44, 1.42], [-2.30, 0.26, -0.98], [-0.11, 0.13, 0.09], [1.19, -0.96, 1.74], [0.68, 0.82, -1.48], [-0.24, -1.01, 1.12]]}

=====

Number 1: largest force on an atom 0.1473 hartree/bohr, calculated total energy -29498.5888 eV. Number 2: largest force on an atom 0.0855 hartree/bohr, calculated total energy -28397.2468 eV. Number 3: largest force on an atom 0.1231 hartree/bohr, calculated total energy -23621.5674 eV. Number 4: largest force on an atom 0.1123 hartree/bohr, calculated total energy -31434.4460 eV. Number 5: largest force on an atom 0.1075 hartree/bohr, calculated total energy -34697.2398 eV. Number 6: largest force on an atom 0.0253 hartree/bohr, calculated total energy -30182.0384 eV. Number 7: largest force on an atom 0.0853 hartree/bohr, calculated total energy -18128.1252 eV. Number 8: largest force on an atom 0.0907 hartree/bohr, calculated total energy -18131.4058 eV.